[1]
{
  "formula": "C5H8N2O",
  "method": "ωB97M-V with the def2-TZVPD basis set",
  "symbols": ["C", "C", "C", "C", "C", "N", "N", "O", "H", "H", "H", "H", "H", "H", "H", "H"],
  "xyz": [[-1.072, 0.465, -0.013], [-0.823, 1.792, -0.656], [0.782, -0.732, 1.294], [0.925, -1.374, 2.613], [-0.165, 0.445, -2.666], [-0.286, -0.194, 0.947], [-0.866, 0.858, -1.550], [-0.863, 2.993, -0.445], [-2.123, 0.230, 0.238], [1.486, -1.070, 0.447], [1.606, -0.702, 3.185], [1.340, -2.427, 2.482], [-0.023, -1.488, 3.143], [-0.011, -0.536, -2.628], [-0.693, 0.734, -3.577], [0.784, 1.007, -2.816]],
  "atomic_forces_ev_per_a": [[0.07, -0.69, 0.64], [-1.22, 2.52, 1.79], [-0.05, -1.75, -3.52], [1.15, -0.67, 0.79], [0.96, 4.20, -2.51], [-1.49, 1.82, 0.26], [-0.60, -0.69, 2.08], [0.82, -1.40, -0.54], [0.55, 0.04, -0.88], [-0.12, 0.71, 1.34], [-0.22, -0.94, 0.08], [-0.10, 1.48, 0.28], [0.07, 0.39, -0.19], [0.73, -4.06, -0.10], [-0.38, -0.43, -0.07], [-0.18, -0.52, 0.53]],
  "e_above_lowest_kcal_mol": 93.10,
  "e_tot_ha": -379.9398,
  "total_charge": 0,
  "gap_ev": 9.66,
  "e_lumo_ev": 0.669,
  "smiles": "C/C=N/[C@H]1C(=O)N1C",
  "multiplicity": 1
}



[2]
{
  "formula": "C14H32NO28S7",
  "method": "ωB97M-V with the def2-TZVPD basis set",
  "symbols": ["N", "H", "H", "H", "H", "C", "C", "O", "S", "O", "O", "O", "H", "H", "H", "H", "C", "C", "O", "S", "O", "O", "O", "H", "H", "H", "H", "C", "C", "O", "S", "O", "O", "O", "H", "H", "H", "H", "C", "C", "O", "S", "O", "O", "O", "H", "H", "H", "H", "C", "C", "O", "S", "O", "O", "O", "H", "H", "H", "H", "C", "C", "O", "S", "O", "O", "O", "H", "H", "H", "H", "C", "C", "O", "S", "O", "O", "O", "H", "H", "H", "H"],
  "xyz": [[0.399, 0.537, 0.441], [-0.456, 0.917, 0.867], [0.639, -0.291, 0.990], [1.207, 1.164, 0.425], [0.177, 0.297, -0.533], [-1.368, -0.596, -5.815], [-2.181, -1.545, -4.943], [-1.142, -2.258, -4.283], [-0.005, -1.257, -3.771], [1.268, -1.894, -3.957], [-0.336, -0.661, -2.509], [-0.344, -0.156, -4.924], [-1.855, 0.266, -6.261], [-0.915, -1.169, -6.629], [-2.769, -2.309, -5.449], [-2.881, -1.071, -4.251], [-1.248, -4.434, 0.394], [-2.607, -4.284, 1.076], [-3.134, -3.010, 0.723], [-2.295, -2.343, -0.478], [-2.043, -0.952, -0.141], [-2.926, -2.637, -1.731], [-0.926, -3.180, -0.220], [-1.373, -5.149, -0.422], [-0.470, -4.766, 1.073], [-2.435, -4.229, 2.153], [-3.254, -5.148, 0.937], [4.323, 0.407, -4.038], [3.939, 1.740, -4.750], [2.806, 2.253, -4.011], [2.727, 1.545, -2.551], [1.377, 1.320, -2.066], [3.678, 2.236, -1.745], [3.268, 0.169, -3.177], [5.286, 0.515, -3.530], [4.490, -0.377, -4.774], [3.600, 1.563, -5.769], [4.729, 2.484, -4.807], [-1.880, 3.437, 4.666], [-3.229, 4.014, 4.253], [-3.348, 3.620, 2.894], [-2.817, 2.089, 2.732], [-1.816, 2.042, 1.707], [-3.891, 1.127, 2.722], [-2.025, 2.123, 4.134], [-1.810, 3.444, 5.752], [-1.033, 3.953, 4.217], [-3.227, 5.102, 4.305], [-4.061, 3.552, 4.787], [-1.537, -2.426, 5.906], [-1.303, -3.563, 4.910], [-0.483, -2.979, 3.931], [-0.818, -1.379, 3.675], [-1.789, -1.276, 2.631], [0.392, -0.617, 3.582], [-1.610, -1.251, 5.100], [-0.725, -2.401, 6.633], [-2.489, -2.423, 6.432], [-2.202, -3.987, 4.457], [-0.781, -4.361, 5.438], [2.275, -3.128, -0.858], [3.739, -3.495, -0.691], [4.222, -2.720, 0.424], [3.427, -1.320, 0.553], [3.955, -0.322, -0.351], [3.160, -0.991, 1.911], [2.107, -1.869, -0.175], [1.564, -3.826, -0.430], [2.034, -2.871, -1.888], [4.364, -3.455, -1.580], [3.863, -4.510, -0.311], [0.156, 6.305, -0.488], [-0.765, 5.217, -1.065], [-0.624, 4.135, -0.157], [0.767, 4.152, 0.669], [1.543, 3.051, 0.153], [0.432, 4.229, 2.064], [1.228, 5.550, 0.065], [-0.244, 6.924, 0.315], [0.570, 6.909, -1.291], [-0.453, 4.949, -2.077], [-1.791, 5.552, -1.202]],
  "atomic_forces_ev_per_a": [[-0.21, -0.71, 0.06], [0.20, 0.47, 0.05], [-0.07, -0.12, -0.28], [-0.37, 0.42, 0.15], [0.10, -0.28, 0.10], [-0.11, -0.78, -0.39], [-0.83, -0.04, -0.38], [0.74, -0.32, 1.10], [-0.73, 0.47, -0.73], [-1.05, 0.52, 0.07], [0.18, -0.79, -0.80], [1.08, 0.08, 0.87], [-0.19, 0.09, 0.44], [0.08, 0.03, 0.05], [0.24, 0.15, -0.40], [0.44, 0.24, 0.26], [-0.65, -0.84, -1.32], [0.74, 0.15, 1.83], [0.16, -0.09, -1.08], [-0.13, 2.37, 0.73], [-0.25, -2.31, -0.62], [0.75, -0.33, 0.75], [-0.74, 0.55, 0.12], [0.35, -0.15, 0.10], [0.16, 0.35, -0.02], [-0.13, 0.11, 0.02], [-0.34, 0.36, -0.65], [1.70, 1.33, -1.20], [-0.32, -0.21, -0.19], [-0.69, 0.16, 0.50], [-0.20, 0.32, -0.79], [2.25, 0.47, -1.37], [-0.31, -0.67, -0.06], [-0.95, -0.85, 1.76], [-0.27, 0.07, 0.39], [-0.70, -0.29, 0.22], [-0.24, -0.03, 0.07], [0.07, -0.02, 0.41], [-1.19, 0.57, -0.04], [0.50, 0.50, 0.30], [-0.02, -1.09, -1.35], [-0.04, 0.27, 0.53], [-0.68, 0.06, 0.04], [1.44, 1.49, 0.37], [0.06, -1.52, -0.04], [0.22, -0.56, -0.04], [-0.02, -0.06, -0.11], [-0.30, -0.09, -0.12], [0.13, 0.27, 0.36], [-0.47, -0.15, -0.13], [-0.61, -0.09, 1.01], [1.02, 1.12, -1.12], [-0.88, -1.39, 1.13], [0.59, 0.10, 0.52], [-0.89, -0.79, 0.37], [1.06, 0.99, -1.13], [0.13, 0.38, -0.15], [0.02, -0.43, -0.01], [-0.13, 0.28, 0.05], [0.27, -0.02, -0.40], [-0.18, 1.09, -0.64], [0.39, -1.26, 0.96], [-0.03, 1.22, 0.21], [0.31, 0.10, -2.11], [-0.14, -1.07, 1.34], [0.14, -0.40, -0.48], [-0.25, 0.24, 0.96], [0.13, -0.12, 0.01], [-0.08, -0.54, -0.08], [-0.04, 0.79, 0.01], [-0.24, -0.09, -0.20], [-0.35, -0.20, -0.45], [0.35, 0.90, -0.25], [-0.27, -0.32, 0.32], [-1.74, -0.40, -0.76], [-0.08, 1.64, 0.94], [0.77, 0.07, -1.11], [1.41, -0.87, 0.65], [-0.37, -0.04, -0.18], [0.06, 0.13, 0.19], [0.41, -0.34, 0.17], [-0.17, -0.23, 0.72]],
  "e_above_lowest_kcal_mol": 12.12,
  "e_tot_ha": -5501.0673,
  "total_charge": 1,
  "gap_ev": 11.26,
  "e_lumo_ev": -1.558,
  "multiplicity": 1
}



[3]
{
  "formula": "C3H8ErO3",
  "method": "ωB97M-V with the def2-TZVPD basis set",
  "symbols": ["O", "C", "C", "O", "C", "H", "H", "H", "H", "H", "H", "H", "Er", "O", "H"],
  "xyz": [[-0.858, 2.051, -0.021], [-1.925, 1.163, 0.000], [-1.489, -0.238, 0.424], [-0.364, -0.592, -0.384], [0.403, -1.703, 0.057], [-2.402, 1.081, -1.000], [-2.718, 1.478, 0.705], [-2.278, -0.987, 0.258], [-1.208, -0.242, 1.492], [0.351, -2.461, -0.738], [1.595, -1.548, 0.130], [0.128, -1.995, 1.082], [1.000, 1.421, -0.622], [2.895, 0.387, -0.317], [3.520, 0.468, 0.402]],
  "atomic_forces_ev_per_a": [[1.46, -0.24, -0.18], [-1.48, -0.70, 0.06], [-0.84, 0.14, 0.51], [1.67, 1.88, -0.34], [3.15, -1.34, 0.19], [0.22, 0.19, 0.36], [0.33, -0.02, -0.30], [0.13, 0.30, 0.12], [0.07, -0.05, -0.35], [-0.52, -0.20, 0.76], [-2.71, 0.56, -0.27], [-0.31, -0.27, -0.69], [0.68, -1.62, 0.06], [-2.27, 1.62, 0.01], [0.40, -0.25, 0.04]],
  "e_above_lowest_kcal_mol": 0.00,
  "e_tot_ha": -1359.6538,
  "total_charge": 1,
  "gap_ev": [8.67, 8.82],
  "e_lumo_ev": [-5.580, -5.480],
  "multiplicity": 4
}



[4]
{
  "formula": "C24H29BiGeN3O2",
  "method": "ωB97M-V with the def2-TZVPD basis set",
  "symbols": ["Bi", "O", "C", "O", "C", "C", "C", "N", "C", "C", "C", "C", "C", "C", "C", "N", "C", "C", "C", "C", "C", "N", "H", "H", "H", "H", "H", "H", "H", "H", "H", "H", "C", "C", "C", "C", "Ge", "C", "C", "C", "C", "H", "H", "H", "H", "H", "H", "H", "H", "H", "H", "H", "H", "H", "H", "H", "H", "H", "H", "H"],
  "xyz": [[0.286, -2.216, -1.132], [1.500, -2.785, 6.517], [0.342, -2.805, 6.487], [-0.813, -2.837, 6.339], [0.248, -2.667, 3.627], [1.502, -2.550, 3.264], [1.441, -2.317, 1.858], [0.262, -2.267, 1.216], [-0.927, -2.380, 1.834], [-1.004, -2.647, 3.231], [-2.167, -2.256, 1.032], [-3.425, -2.169, 1.591], [-4.525, -2.048, 0.745], [-4.321, -2.010, -0.620], [-3.020, -2.075, -1.106], [-1.970, -2.193, -0.297], [2.687, -2.081, 1.090], [3.931, -1.962, 1.675], [5.035, -1.734, 0.858], [4.853, -1.647, -0.508], [3.568, -1.777, -1.022], [2.510, -1.974, -0.239], [2.402, -2.581, 3.869], [-1.909, -2.832, 3.798], [-3.576, -2.176, 2.662], [-5.523, -1.987, 1.157], [-5.148, -1.925, -1.312], [-2.821, -2.028, -2.171], [4.071, -2.035, 2.744], [6.020, -1.631, 1.293], [5.686, -1.485, -1.179], [3.388, -1.727, -2.091], [-3.797, 2.958, -2.383], [-3.179, 3.101, -0.994], [-1.715, 2.663, -0.921], [-1.548, 1.175, -1.276], [0.282, 0.554, -1.091], [1.541, 1.027, -2.503], [1.622, 2.526, -2.868], [2.542, 3.360, -1.979], [2.024, 3.605, -0.563], [-4.778, 3.429, -2.414], [-3.944, 1.914, -2.670], [-3.177, 3.435, -3.144], [-3.765, 2.547, -0.253], [-3.227, 4.147, -0.688], [-1.337, 2.843, 0.089], [-1.125, 3.280, -1.600], [-1.874, 0.981, -2.301], [-2.186, 0.582, -0.613], [0.790, 0.778, 0.353], [1.210, 0.464, -3.381], [2.535, 0.657, -2.236], [0.624, 2.966, -2.892], [1.997, 2.572, -3.891], [2.686, 4.323, -2.470], [3.531, 2.893, -1.941], [1.012, 4.014, -0.578], [2.658, 4.317, -0.037], [2.015, 2.693, 0.040]],
  "atomic_forces_ev_per_a": [[0.01, -0.04, -0.24], [-0.22, 0.06, 0.08], [0.15, -0.13, 0.04], [0.22, 0.07, -0.12], [-0.19, 0.10, -0.29], [0.40, -0.07, 0.37], [-0.05, 0.09, -0.07], [0.00, -0.02, -0.03], [0.03, -0.05, -0.08], [-0.35, -0.03, 0.26], [0.20, 0.05, -0.03], [-0.10, -0.01, 0.05], [-0.02, -0.02, 0.07], [0.02, 0.00, -0.08], [0.00, -0.01, -0.02], [0.08, -0.08, 0.13], [-0.21, 0.00, -0.04], [0.11, -0.01, 0.06], [0.01, 0.00, 0.08], [-0.01, 0.00, -0.08], [0.00, -0.02, -0.02], [-0.06, -0.14, 0.12], [-0.03, 0.00, -0.05], [0.03, 0.01, -0.05], [-0.03, -0.02, -0.03], [0.01, 0.01, 0.00], [0.01, 0.01, 0.00], [-0.01, -0.02, 0.01], [0.02, 0.01, -0.02], [-0.01, -0.01, 0.00], [-0.01, 0.00, 0.00], [0.01, 0.02, 0.01], [-0.03, -0.06, 0.08], [-0.02, 0.07, -0.07], [-0.06, -0.10, 0.05], [-0.21, -0.11, -0.05], [0.11, 0.71, 0.17], [0.05, -0.10, -0.09], [0.09, -0.05, 0.04], [-0.09, 0.00, 0.08], [0.04, -0.09, -0.07], [0.01, 0.02, -0.01], [0.04, 0.01, 0.00], [-0.01, 0.01, 0.01], [0.00, -0.03, -0.03], [0.01, 0.01, 0.01], [0.05, 0.02, -0.02], [0.03, 0.01, -0.01], [-0.01, 0.02, 0.01], [-0.01, 0.01, -0.02], [-0.01, -0.23, -0.01], [0.03, 0.01, -0.01], [0.01, 0.02, -0.02], [-0.02, 0.02, -0.04], [-0.02, 0.00, -0.02], [0.00, 0.03, -0.01], [0.00, 0.00, -0.01], [0.01, 0.03, 0.00], [-0.02, 0.01, 0.00], [0.00, -0.02, 0.00]],
  "e_above_lowest_kcal_mol": 43.73,
  "e_tot_ha": -3537.1302,
  "total_charge": 3,
  "gap_ev": 4.44,
  "e_lumo_ev": -12.940,
  "multiplicity": 1
}



[5]
{
  "formula": "C4H4N2S",
  "method": "ωB97M-V with the def2-TZVPD basis set",
  "symbols": ["C", "C", "C", "C", "H", "H", "H", "H", "N", "N", "S"],
  "xyz": [[-0.235, 0.762, -1.578], [0.264, 0.084, 1.280], [-0.201, -1.111, 0.651], [-0.574, -2.169, 0.190], [-1.126, 0.297, -1.201], [-0.114, 0.837, -2.665], [1.138, 1.850, 0.972], [-0.898, -3.099, -0.185], [0.721, 1.231, -0.882], [0.606, 1.144, 0.494], [0.420, 0.173, 2.925]],
  "atomic_forces_ev_per_a": [[0.80, 0.25, -0.66], [0.13, 0.54, 0.19], [-0.51, -1.52, -0.63], [0.61, 1.69, 0.78], [-0.34, -0.09, 0.33], [-0.03, -0.02, 0.43], [0.09, 0.13, 0.09], [-0.13, -0.35, -0.17], [-0.49, -0.14, -0.22], [-0.09, -0.39, 0.23], [-0.05, -0.10, -0.37]],
  "e_above_lowest_kcal_mol": 84.11,
  "e_tot_ha": -662.3916,
  "total_charge": 0,
  "gap_ev": 8.26,
  "e_lumo_ev": -0.522,
  "smiles": "C#CC(=S)NN=C",
  "multiplicity": 1
}



[6]
{
  "formula": "H2IO2PS",
  "method": "ωB97M-V with the def2-TZVPD basis set",
  "symbols": ["O", "O", "P", "S", "I", "H", "H"],
  "xyz": [[-0.265, 0.161, -1.312], [1.825, 0.270, -0.054], [0.391, 1.095, -0.200], [-2.284, -1.499, 0.177], [-0.960, -0.339, 1.688], [-1.129, -0.356, -0.925], [2.422, 0.668, 0.626]],
  "atomic_forces_ev_per_a": [[-0.54, 0.88, 1.18], [-0.30, 1.14, 0.67], [0.56, -2.12, -0.75], [0.23, 0.28, -0.36], [-0.01, 0.25, 0.69], [0.61, -0.12, -0.70], [-0.55, -0.31, -0.75]],
  "e_above_lowest_kcal_mol": 49.21,
  "e_tot_ha": -1188.9229,
  "total_charge": 0,
  "gap_ev": 7.59,
  "e_lumo_ev": -0.782,
  "multiplicity": 1
}